Version P
13
Properties=species:S:1:pos:R:3:mulliken_charge:R:1 method="wB97M-V/def2-TZVPD" gap_ev=7.9 homo_ev=-4.51 lumo_energy_ev=3.3997 total_charge=-1
N -1.53 -0.43 0.83 -0.63
H -2.82 -2.21 1.11 0.27
H 1.85 0.65 1.10 0.30
C -2.22 -1.44 0.36 0.09
N -1.49 -0.54 -1.39 -0.40
C -1.12 0.14 -0.33 0.54
O 2.86 -0.20 -0.61 -0.52
H 2.46 -1.03 -0.26 0.34
O -0.33 2.43 0.80 -0.58
S -0.03 1.61 -0.44 0.29
N -2.22 -1.56 -0.94 -0.56
H 2.53 1.74 -0.21 0.34
C 2.04 0.84 -0.01 -0.51

Version Q
13
Properties=species:S:1:pos:R:3:mulliken_charge:R:1 method="wB97M-V/def2-TZVPD" gap_ev="7.8 / 7.8" homo_ev="-4.12 / -4.12" lumo_energy_ev="3.7030 / 3.7033" total_charge=-1
C 0.42 1.85 0.35 -0.55
H 0.92 2.74 -0.08 0.28
O 1.64 -1.63 -0.63 -0.56
H -2.33 -2.77 1.05 0.19
C -0.81 -0.82 -0.93 -0.02
O 1.30 0.34 -2.13 -0.61
N -2.46 -2.26 0.13 -0.96
H 0.50 0.95 -0.32 -0.03
N -1.46 -1.56 -0.22 0.51
S 0.88 -1.06 -1.77 0.50
H -0.60 2.02 0.37 0.27
C 0.83 1.36 1.61 0.47
N 1.18 0.84 2.57 -0.48

Most stable structure: version P

Version P
21
Properties=species:S:1:pos:R:3:mulliken_charge:R:1 method="wB97M-V/def2-TZVPD" gap_ev=9.6 homo_ev=-8.62 lumo_energy_ev=0.9778
H 0.29 -1.48 -1.95 0.23
H -2.43 -1.20 1.99 0.23
C 0.46 -0.36 -2.10 -0.24
H -1.17 1.50 0.81 0.22
C -0.98 0.32 2.57 -0.47
H -0.79 -1.98 2.55 0.32
H -0.35 0.02 3.43 0.22
C 1.77 0.02 -2.77 -1.34
H -1.88 0.77 3.05 0.31
H 2.51 -0.59 -2.36 0.37
H 2.17 0.31 0.65 0.22
H 0.30 1.76 1.81 0.27
O -0.75 -1.08 0.66 -0.47
C -1.31 -1.15 2.01 -0.42
C 0.10 -0.08 0.48 0.70
N 0.53 0.32 -0.81 -0.11
N 1.50 -0.25 0.18 -0.66
C -0.45 1.01 1.43 -0.43
H -0.34 -0.03 -2.77 0.32
H 1.81 -0.13 -3.93 0.32
H 1.97 1.02 -2.68 0.39

Version Q
21
Properties=species:S:1:pos:R:3:mulliken_charge:R:1 method="wB97M-V/def2-TZVPD" gap_ev=7.9 homo_ev=-7.06 lumo_energy_ev=0.8809
C -0.94 2.11 0.41 -1.53
H -1.83 2.60 0.01 0.41
N -0.89 -1.51 -0.85 -0.57
H 1.28 -2.09 0.65 0.32
C 0.91 0.23 -1.18 -1.05
H 2.83 -1.41 1.19 0.38
O 1.73 0.86 1.00 -0.66
H -0.32 -2.04 -1.50 0.25
H -2.64 0.72 1.62 0.25
C 1.56 -0.04 0.16 1.01
H 0.95 1.27 -1.48 0.24
H -2.17 -0.87 1.17 0.24
C -1.09 0.62 0.30 0.60
H -1.84 -1.48 -1.18 0.23
H 2.61 -1.82 -0.50 0.32
C -0.38 -0.21 -0.54 0.32
H -0.06 2.46 -0.11 0.27
C 2.10 -1.43 0.39 -1.32
N -2.21 0.11 0.94 -0.50
H -0.83 2.39 1.45 0.40
H 1.23 -0.47 -1.96 0.40

Most stable structure: version Q

Version P
21
Properties=species:S:1:pos:R:3:mulliken_charge:R:1 method="wB97M-V/def2-TZVPD" gap_ev=8.4 homo_ev=-7.45 lumo_energy_ev=0.9893
O 0.80 0.99 1.10 -0.47
C -0.24 -0.36 -0.71 0.50
H -1.88 -1.22 2.14 0.26
C 0.28 1.93 -1.29 -1.33
H 1.79 -0.10 -1.31 0.29
H 1.20 1.51 -1.66 0.32
H -1.02 1.26 0.22 0.82
C -0.94 -1.59 -0.32 -0.47
C -0.13 1.03 -0.21 -0.60
N 0.96 -0.71 -1.33 -0.62
H 0.69 -0.92 -2.27 0.21
H -0.51 -2.38 -0.88 0.35
H 0.52 3.00 -0.99 0.32
H -0.41 1.84 -2.10 0.36
C 1.05 -0.34 1.46 -0.60
H 0.85 -0.50 2.57 0.34
H -1.07 0.46 2.06 0.27
H -2.07 -1.70 -0.10 0.27
C -0.33 -1.10 0.90 0.07
N -1.49 -0.36 1.58 -0.72
H 1.95 -0.75 1.13 0.43

Version Q
21
Properties=species:S:1:pos:R:3:mulliken_charge:R:1 method="wB97M-V/def2-TZVPD" gap_ev=9.6 homo_ev=-8.69 lumo_energy_ev=0.9173
C -2.37 -0.37 0.07 0.38
C 1.51 0.10 -0.81 0.68
H 2.86 1.65 -1.29 0.28
H -0.09 -1.38 -0.66 0.31
O -2.67 -1.54 0.21 -0.62
H 2.30 -1.88 -1.11 0.32
H 3.54 -0.65 -0.87 0.39
C -0.72 0.25 0.32 0.24
N -3.32 0.58 -0.17 -0.37
H -0.78 1.34 0.20 0.31
H -0.12 -1.21 1.80 0.31
H -4.28 0.28 -0.27 0.25
N -0.04 -0.36 -0.74 -0.43
H 0.61 0.40 2.02 0.36
H 1.08 2.13 -1.23 0.27
C 1.83 1.35 -1.12 -0.91
H -1.10 0.11 2.43 0.41
C 2.54 -0.96 -0.56 -1.24
H -3.05 1.50 -0.47 0.21
H 2.58 -1.21 0.51 0.26
C -0.30 -0.13 1.72 -1.42

Version R
21
Properties=species:S:1:pos:R:3:mulliken_charge:R:1 method="wB97M-V/def2-TZVPD" gap_ev="7.2 / 7.2" homo_ev="-7.64 / -7.64" lumo_energy_ev="-0.4752 / -0.4746"
H -1.54 0.39 2.54 0.31
H 0.41 2.01 -1.21 0.32
N -0.25 -0.14 0.97 0.25
H -1.67 1.18 0.02 0.36
O 1.51 -1.00 -1.94 -0.73
H -0.16 -1.98 -1.29 0.35
H 1.84 0.66 1.55 0.23
C -1.23 0.19 -0.14 -0.73
H -2.02 -0.57 -0.05 0.35
H -0.84 1.85 -2.46 0.30
H 2.04 0.68 -0.31 0.33
C 0.45 -1.05 -1.25 -0.13
C -0.80 -0.37 2.30 -0.95
C 1.61 0.23 0.58 -0.46
H 0.73 1.05 -2.67 0.37
H -1.27 -1.36 2.34 0.36
N -0.55 0.09 -1.37 -0.02
C -0.04 1.32 -1.95 -0.97
C 0.79 -0.94 0.43 -0.31
H 1.01 -1.92 0.85 0.44
H 0.00 -0.34 3.04 0.32

Most stable structure: version Q

Version P
21
Properties=species:S:1:pos:R:3:mulliken_charge:R:1 method="wB97M-V/def2-TZVPD" gap_ev="7.0 / 7.0" homo_ev="-7.68 / -7.68" lumo_energy_ev="-0.6476 / -0.6478"
C 2.54 -0.04 0.62 -1.41
H 3.07 -0.05 -0.34 0.39
N 0.73 -1.52 -0.19 -0.66
H -2.64 -0.14 2.38 0.29
O 0.79 2.24 -0.29 -0.48
H -2.44 -1.34 0.99 0.31
H -1.86 1.68 0.94 0.29
H 1.44 -1.78 -0.87 0.26
H 2.67 0.94 1.07 0.36
H -1.20 -0.70 -2.36 0.29
C -1.47 0.49 -0.81 -0.28
H 2.98 -0.80 1.27 0.38
C 0.64 1.12 -0.68 -0.08
H 0.95 0.78 -1.71 0.32
H 0.44 -0.14 1.30 0.34
C -1.93 0.66 0.56 -0.31
C -2.36 -0.32 1.35 -0.63
C 1.06 -0.36 0.43 0.25
H -0.47 -1.36 -0.82 0.36
H -1.59 1.35 -1.47 0.51
N -1.35 -0.72 -1.36 -0.49

Version Q
21
Properties=species:S:1:pos:R:3:mulliken_charge:R:1 method="wB97M-V/def2-TZVPD" gap_ev="7.9 / 7.9" homo_ev="-7.46 / -7.46" lumo_energy_ev="0.4415 / 0.4422"
H 0.08 -0.13 1.75 0.36
C 0.36 -2.39 0.34 -0.87
N 0.68 -1.25 -0.50 -0.42
H 0.26 2.03 -0.29 0.39
H -1.51 0.86 -1.98 0.31
H 0.92 -3.26 -0.03 0.34
C 2.54 0.30 -0.39 -1.25
H -1.84 0.59 1.97 0.37
H 2.55 0.48 -1.46 0.29
H 0.58 -2.35 1.42 0.31
C 1.16 -0.15 0.04 0.72
H 2.85 1.22 0.11 0.37
N 0.63 0.53 1.21 -0.55
H -0.71 -2.60 0.20 0.26
H -3.12 0.56 -1.28 0.38
H -2.47 2.21 -1.29 0.29
C -2.21 1.15 -1.18 -1.30
H 3.27 -0.49 -0.17 0.32
C -1.52 0.93 0.11 0.66
O -2.32 0.54 1.14 -0.51
C -0.18 1.22 0.28 -0.47

Most stable structure: version Q

Version P
21
Properties=species:S:1:pos:R:3:mulliken_charge:R:1 method="wB97M-V/def2-TZVPD" gap_ev="7.5 / 7.5" homo_ev="-7.57 / -7.57" lumo_energy_ev="-0.0670 / -0.0658"
H -2.70 -0.50 1.72 0.35
C 1.74 -0.47 0.76 0.50
H -1.68 0.92 1.51 0.23
O -0.59 -1.52 -0.38 -0.51
H -0.99 -0.61 2.09 0.22
C 0.32 1.52 -1.35 -1.37
H -2.24 -0.73 -1.77 0.29
H -0.55 2.10 -1.03 0.35
N -2.44 -0.26 -0.88 -0.71
C -1.71 -0.16 1.40 -0.93
C 0.97 0.91 -0.14 -0.09
H 1.97 -0.63 -1.32 0.25
H 1.20 1.72 0.55 0.25
H -0.64 -2.27 0.25 0.33
H 0.96 2.25 -1.85 0.38
N 1.42 -1.50 1.32 -0.61
H 0.07 0.76 -2.09 0.32
C -1.48 -0.50 -0.04 0.69
C 2.16 0.07 -0.51 -0.57
H 3.18 0.47 -0.51 0.32
H 1.03 -1.57 2.26 0.31

Version Q
21
Properties=species:S:1:pos:R:3:mulliken_charge:R:1 method="wB97M-V/def2-TZVPD" gap_ev=8.2 homo_ev=-7.44 lumo_energy_ev=0.7150
C 0.80 -0.86 1.85 -1.16
H 1.37 -0.44 2.76 0.37
H 1.16 -2.21 1.51 0.21
H -0.39 -0.81 2.29 0.23
C -1.33 -0.54 -0.22 -0.18
C -0.44 1.22 0.79 -0.86
H 1.06 0.79 -1.65 0.39
C -0.77 -1.64 -1.07 -0.61
H -0.88 -1.35 -2.13 0.32
H 1.84 2.03 0.82 0.20
N -1.58 0.93 -0.30 -0.52
O 0.37 0.05 -1.79 -0.63
C 0.19 -0.66 -0.64 -0.13
H -1.41 1.34 -1.13 0.31
H -0.56 -2.54 -0.54 0.30
C 0.53 0.10 0.60 1.59
H -1.46 -0.66 0.94 0.28
N 1.68 1.03 0.37 -0.88
H 2.61 0.59 0.44 0.19
H -0.99 1.12 1.81 0.29
H 0.08 2.22 0.73 0.29

Most stable structure: version P